{
  "formula": "C24H26N2O6PPt",
  "method": "ωB97M-V/def2-TZVPD",
  "elements": ["Pt", "P", "O", "O", "O", "O", "O", "O", "N", "N", "C", "C", "C", "C", "C", "C", "C", "C", "C", "C", "C", "C", "C", "C", "C", "C", "C", "C", "C", "C", "C", "C", "C", "C", "H", "H", "H", "H", "H", "H", "H", "H", "H", "H", "H", "H", "H", "H", "H", "H", "H", "H", "H", "H", "H", "H", "H", "H", "H", "H"],
  "positions_angstrom": [[0.687, -0.235, 0.831], [-1.146, 1.231, 0.374], [2.678, 0.879, -2.728], [-0.839, 1.041, 3.320], [1.396, 1.115, -0.917], [-3.013, 1.117, 3.902], [4.498, -0.504, -3.576], [5.530, -2.374, -2.887], [2.361, -1.326, 0.137], [3.979, -2.545, -0.661], [2.238, 0.504, -1.600], [-0.603, 5.242, -0.469], [0.383, 3.305, 1.251], [0.387, 5.571, 0.444], [0.866, 4.602, 1.315], [3.073, -3.379, 1.473], [-3.232, -0.190, -3.494], [-0.593, 2.963, 0.318], [0.217, -1.599, 2.252], [-2.064, 1.134, 3.101], [3.816, -1.531, -1.559], [-1.096, 3.946, -0.527], [-0.803, -2.680, 1.892], [-2.496, 1.386, 1.617], [-0.656, -3.257, 0.484], [-2.750, -0.400, -1.149], [-3.378, -0.867, -2.290], [3.089, -2.406, 0.345], [-1.802, 1.409, -2.399], [-2.431, 0.940, -3.545], [-2.215, -2.139, 2.101], [-1.978, 0.763, -1.179], [4.702, -1.483, -2.770], [2.808, -0.763, -1.044], [0.345, -3.649, 0.293], [-1.369, -4.072, 0.329], [-2.875, 2.410, 1.610], [0.777, 6.580, 0.484], [-0.847, -2.485, -0.266], [-1.122, 2.245, -2.480], [-0.996, 5.994, -1.141], [4.657, -3.280, -0.797], [-2.280, 1.457, -4.484], [-3.327, 0.730, 1.351], [-2.330, -1.194, 1.572], [0.748, 2.544, 1.932], [3.601, -2.975, 2.338], [3.574, -4.295, 1.161], [1.180, -2.015, 2.552], [-2.857, -0.951, -0.225], [-2.409, -1.926, 3.153], [1.623, 4.853, 2.046], [3.625, 0.158, -3.168], [-2.976, -2.837, 1.740], [-1.899, 3.723, -1.217], [-0.165, -1.023, 3.100], [-3.724, -0.551, -4.387], [2.062, -3.630, 1.778], [-3.968, -1.774, -2.242], [-0.663, -3.509, 2.603]],
  "mulliken_charge": [1.006, 0.518, -0.792, -0.614, -0.692, -0.796, -0.639, -0.700, -0.297, -0.025, 0.225, -0.758, -0.578, -0.484, -0.663, -1.377, -0.443, 0.739, -1.244, 0.485, -0.166, -0.398, 0.916, -1.006, -1.354, -0.393, -0.964, 0.246, -0.568, -0.905, -1.414, 0.764, 0.665, 0.883, 0.231, 0.505, 0.678, 0.371, 0.111, 0.614, 0.407, 0.245, 0.394, 0.545, -0.186, 0.353, 0.304, 0.387, 0.468, 0.121, 0.447, 0.396, 0.374, 0.506, 0.558, 0.509, 0.371, 0.286, 0.441, 0.387],
  "e_tot_ha": -1951.9567,
  "charge": -1,
  "orbital_gap_ev": 7.33,
  "homo_energy_ev": -5.09
}

{
  "formula": "C24H26N4O4S",
  "method": "ωB97M-V/def2-TZVPD",
  "elements": ["S", "O", "O", "O", "O", "N", "N", "N", "N", "C", "C", "C", "C", "C", "C", "C", "C", "C", "C", "C", "C", "C", "C", "C", "C", "C", "C", "C", "C", "C", "C", "C", "C", "H", "H", "H", "H", "H", "H", "H", "H", "H", "H", "H", "H", "H", "H", "H", "H", "H", "H", "H", "H", "H", "H", "H", "H", "H", "H"],
  "positions_angstrom": [[3.330, 0.260, -4.722], [-2.662, 1.220, 3.613], [-2.143, 0.609, -0.733], [0.855, -3.115, -2.199], [1.493, 2.432, -0.141], [-3.598, 0.505, 1.680], [-0.737, 1.245, 0.900], [1.773, -1.370, -3.232], [1.127, 0.893, -3.544], [-0.355, -1.049, -2.027], [0.114, -0.225, -0.825], [0.507, 1.165, 1.580], [1.651, 1.786, 1.050], [2.845, 1.708, 1.756], [1.568, 2.006, -4.178], [-0.104, -2.953, 2.299], [2.898, 1.047, 2.972], [2.730, 1.873, -4.861], [-4.508, -0.436, 2.288], [-2.787, -2.257, 2.000], [0.760, -1.943, -2.477], [-2.036, -2.674, 0.910], [1.913, -0.107, -3.722], [-1.028, 0.573, -0.236], [-1.770, 2.056, 1.530], [-0.845, -2.543, 3.395], [0.571, 0.527, 2.807], [-4.231, -1.872, 1.825], [-0.704, -3.026, 1.054], [-2.715, 1.213, 2.399], [2.606, 3.071, -0.716], [-2.178, -2.201, 3.249], [1.765, 0.462, 3.504], [-3.487, 0.487, 0.670], [3.267, 2.603, -5.430], [2.993, 3.865, -0.071], [-2.345, 2.548, 0.741], [0.527, -0.873, -0.049], [-1.199, -1.672, -1.732], [-0.384, -2.493, 4.371], [-0.660, -0.371, -2.823], [2.244, 3.505, -1.647], [-0.141, -3.363, 0.195], [-2.746, -1.886, 4.111], [-4.502, -1.965, 0.771], [1.805, -0.040, 4.457], [-1.286, 2.803, 2.162], [2.504, -2.025, -3.488], [-4.869, -2.547, 2.401], [3.836, 1.002, 3.505], [-4.376, -0.341, 3.368], [0.936, -3.219, 2.417], [-5.538, -0.163, 2.034], [0.979, 2.902, -4.104], [3.408, 2.359, -0.940], [-2.504, -2.734, -0.062], [3.739, 2.172, 1.371], [-0.325, 0.087, 3.214], [0.882, 0.476, -1.151]],
  "mulliken_charge": [-0.185, -0.659, -0.857, -0.648, -0.376, -0.050, 0.810, -0.039, -0.107, -0.552, 0.032, -0.302, 0.726, -0.677, -0.913, -0.236, -0.859, -0.139, -0.861, 0.426, -0.147, -0.437, 0.309, 0.281, -1.098, -0.801, 0.071, -1.170, -0.469, 0.502, -1.058, -0.103, -1.071, 0.290, 0.479, 0.427, 0.568, 0.327, 0.411, 0.427, 0.499, 0.209, 0.499, 0.336, 0.382, 0.425, 0.480, 0.277, 0.378, 0.386, 0.467, 0.445, 0.381, 0.493, 0.401, 0.362, 0.443, 0.542, 0.323],
  "e_tot_ha": -1848.3936,
  "charge": 0,
  "orbital_gap_ev": 9.12,
  "homo_energy_ev": -8.74,
  "smiles": "COc1ccccc1N(CC(=O)NCCc1ccccc1)C(=O)CCC(=O)Nc1nccs1"
}

{
  "formula": "C24H26N4PdS2Se",
  "method": "ωB97M-V/def2-TZVPD",
  "elements": ["Pd", "Se", "S", "S", "N", "N", "N", "N", "C", "C", "C", "C", "C", "C", "C", "C", "C", "C", "C", "C", "C", "C", "C", "C", "C", "C", "C", "C", "C", "C", "C", "C", "H", "H", "H", "H", "H", "H", "H", "H", "H", "H", "H", "H", "H", "H", "H", "H", "H", "H", "H", "H", "H", "H", "H", "H", "H", "H"],
  "positions_angstrom": [[-0.577, 0.394, -0.565], [-0.288, -1.179, -2.494], [1.573, 0.900, -0.803], [-0.314, -0.125, 1.690], [1.615, -2.852, -1.061], [-0.860, 2.552, -0.331], [2.485, -1.785, -2.738], [-2.756, 0.366, -0.096], [2.967, -3.206, -1.109], [-4.511, -1.174, 2.838], [2.722, 2.991, 0.529], [3.721, -4.054, -0.305], [5.053, -4.186, -0.640], [-3.451, -1.494, 3.682], [-3.457, -0.374, -1.186], [1.529, 2.449, 0.056], [-2.164, -1.192, 3.299], [1.497, 4.848, 1.450], [3.523, -2.528, -2.184], [-1.007, 2.992, -1.747], [-4.285, -0.561, 1.605], [-1.920, -0.560, 2.057], [0.309, 4.320, 0.970], [5.614, -3.500, -1.731], [-2.105, 2.727, 0.440], [1.356, -1.995, -2.051], [2.701, 4.188, 1.222], [-3.002, -0.265, 1.198], [0.663, -3.411, -0.114], [0.332, 3.125, 0.264], [4.864, -2.658, -2.524], [-3.198, 1.799, -0.068], [0.866, -3.027, 0.886], [-3.148, 0.036, -2.146], [-1.325, -1.421, 3.942], [-1.880, 2.513, 1.486], [0.762, -4.494, -0.112], [-1.293, 4.048, -1.772], [-5.526, -1.403, 3.134], [-0.056, 2.869, -2.258], [-0.341, -3.139, -0.424], [-5.129, -0.326, 0.970], [-3.179, -1.424, -1.138], [3.626, 4.603, 1.597], [-4.060, 1.904, 0.594], [-3.530, 2.072, -1.068], [5.297, -2.130, -3.362], [1.483, 5.782, 1.994], [-3.635, -1.976, 4.632], [6.662, -3.641, -1.955], [5.683, -4.835, -0.048], [-4.541, -0.283, -1.102], [3.293, -4.582, 0.535], [-0.617, 4.855, 1.129], [-2.465, 3.758, 0.372], [-1.766, 2.406, -2.261], [3.653, 2.463, 0.368], [2.540, -1.179, -3.542]],
  "mulliken_charge": [0.278, -0.180, -0.123, -0.190, 0.465, 0.988, 0.129, 1.223, 0.971, -0.879, -0.829, -0.695, -0.694, -0.708, -1.342, 1.067, -0.772, -0.819, 0.462, -0.964, -0.418, 1.105, -0.467, -0.547, -0.836, -0.454, -0.714, -0.491, -1.136, 0.099, -0.902, -1.266, 0.409, 0.361, 0.479, 0.563, 0.388, 0.329, 0.429, 0.404, 0.278, 0.407, 0.356, 0.419, 0.371, 0.641, 0.437, 0.439, 0.429, 0.416, 0.419, 0.387, 0.450, 0.398, 0.448, 0.233, 0.493, 0.254],
  "e_tot_ha": -4474.3428,
  "charge": 2,
  "orbital_gap_ev": [4.66, 5.27],
  "homo_energy_ev": [-13.72, -13.88]
}

Result set for energy relative to the best compared isomer or geometry (same formula, charge and spin): 36.74; 23.18; 0.00 kcal per mole, one per record in the order listed.